Entry 1:
Formula: C31H60Br20N6OP2S2
Source: the Open Molecules 2025 dataset
Level of theory: ωB97M-V/def2-TZVPD

Cartesian coordinates (Å):
H1 -6.46 -1.62 -0.69
H2 3.72 4.36 0.21
H3 -2.63 -2.22 -1.82
Br1 0.59 -5.75 -3.46
H4 -2.18 -9.98 -5.09
H5 -8.44 0.84 6.44
H6 2.84 4.60 -1.32
C1 -0.51 0.69 -0.24
C2 1.36 2.93 5.10
Br2 5.87 -0.20 -3.10
C3 1.32 5.24 -4.67
H7 1.69 0.82 5.26
H8 6.74 3.17 1.73
H9 -1.53 -6.98 -3.01
Br3 -0.24 -10.31 -2.90
Br4 4.50 -3.18 0.49
H10 2.58 6.51 1.07
C4 -2.73 -10.49 -4.31
H11 2.07 1.66 -1.08
H12 6.07 -2.91 -1.99
H13 3.83 -1.32 2.68
C5 -4.81 0.40 0.38
Br5 -7.03 1.39 4.47
H14 2.53 4.46 -6.28
H15 -4.64 8.69 3.52
C6 -1.47 -2.85 -0.14
C7 -2.68 1.59 0.56
C8 5.47 -2.60 2.07
C9 2.82 6.29 0.03
Br6 6.43 4.85 -0.07
N1 -0.83 -2.25 1.05
O1 -4.76 -2.73 -1.97
Br7 4.06 5.99 -5.06
H16 -1.41 -5.40 -5.64
C10 -4.43 8.43 2.49
H17 -0.23 1.62 0.26
H18 -5.57 -0.24 6.43
H19 9.31 3.18 1.83
Br8 8.03 -2.01 -0.80
H20 2.93 1.66 4.30
N2 -6.96 -0.96 1.57
H21 7.47 4.72 2.17
P1 -5.14 -2.08 -0.69
C11 -1.05 -6.69 -3.94
P2 -6.57 0.34 0.79
Br9 8.60 1.89 -0.16
C12 1.82 0.77 -1.66
N3 -0.58 -3.65 -0.97
C13 2.84 4.81 -0.25
H22 -3.53 8.94 2.15
H23 7.58 -3.60 -2.64
H24 -0.98 -2.86 1.84
Br10 2.01 4.46 4.10
H25 -0.70 -7.59 -4.46
H26 -2.32 -11.60 -2.50
Br11 -5.88 9.14 1.42
H27 -0.02 -0.12 0.28
S1 -3.28 3.59 1.64
H28 -3.10 -4.05 -0.38
Br12 -7.39 -1.89 6.04
C14 8.73 3.48 0.96
H29 5.35 -3.40 2.79
H30 -6.79 1.55 1.46
H31 0.28 2.98 5.09
H32 -6.64 -0.37 7.85
C15 2.34 5.39 -5.76
H33 1.31 6.09 -3.99
C16 -4.14 -0.62 -0.22
C17 7.07 -1.69 -3.47
H34 0.32 5.11 -5.10
H35 6.70 -2.15 -4.38
H36 1.73 3.07 6.11
H37 -7.04 1.83 6.91
H38 -0.07 -4.29 -0.38
S2 0.03 0.85 -1.96
C18 -2.71 -0.59 -0.45
H39 -2.71 -6.56 -5.26
H40 2.31 0.86 -2.62
H41 -4.31 6.65 1.26
C19 -1.95 -5.90 -4.84
Br13 0.93 1.07 2.93
C20 -6.61 -0.27 6.77
H42 0.17 -2.21 0.89
Br14 -5.67 5.94 3.22
Br15 1.31 3.90 0.52
H43 3.38 -0.49 -0.87
C21 4.91 -1.31 2.63
H44 -1.13 -1.36 -1.62
H45 5.32 -1.13 3.62
H46 -5.10 -2.90 0.43
Br16 -3.69 -9.12 -3.31
H47 6.51 -2.51 1.78
C22 -4.08 1.54 0.79
H48 -3.33 6.61 2.74
C23 1.87 1.62 4.54
H49 8.05 -1.26 -3.64
H50 2.04 6.15 -6.47
H51 3.78 6.73 -0.22
H52 0.10 -3.05 -1.43
N4 -4.55 2.64 1.41
H53 1.95 -1.38 -1.37
Br17 -2.96 -4.53 -3.89
Br18 1.63 3.66 -3.59
H54 1.96 -0.45 0.13
C24 7.38 3.97 1.38
C25 -1.82 -11.30 -3.42
C26 2.29 -0.45 -0.90
H55 -3.49 -11.13 -4.75
Br19 1.50 7.22 -1.05
N5 -2.48 -3.75 0.37
Br20 5.42 0.22 1.56
H56 -3.02 -3.30 1.10
C27 7.07 -2.68 -2.34
H57 -1.46 -12.18 -3.95
C28 -7.36 0.96 6.34
H58 -7.22 0.45 -0.45
H59 9.29 4.22 0.39
N6 -2.12 2.72 1.01
C29 -4.27 6.94 2.31
H60 -7.34 -0.78 2.49
C30 -2.00 -1.74 -1.08
C31 -1.99 0.51 -0.07

Calculated values
- HOMO-LUMO gap (eV) = 7.3

These are the Löwdin partial charges, in e, on atoms 1 to 99: -0.020, -0.006, 0.068, 0.605, 0.048, 0.050, -0.017, -0.464, -0.685, 0.621, -0.676, 0.056, 0.021, 0.017, 0.632, 0.658, 0.044, -0.687, 0.018, -0.001, 0.043, -0.305, 0.640, 0.049, 0.049, -0.652, -0.288, -0.682, -0.685, 0.683, 0.099, -0.476, 0.601, 0.048, -0.701, -0.027, 0.049, 0.059, 0.612, 0.045, -0.297, 0.060, 0.745, -0.743, 0.699, 0.595, -0.565, 0.076, -0.707, 0.059, 0.061, 0.073, 0.600, 0.020, 0.050, 0.609, 0.028, 1.012, 0.057, 0.614, -0.692, 0.059, -0.024, 0.050, 0.057, -0.694, 0.015, -0.235, -0.688, 0.062, 0.059, 0.056, 0.058, 0.076, 0.868, -0.132, 0.038, 0.046, 0.041, -0.704, 0.665, -0.705, 0.063, 0.596, 0.639, 0.016, -0.678, 0.061, 0.058, 0.016, 0.659, 0.012, -0.358, 0.047, -0.679, 0.050, 0.057, 0.040, 0.055

---

Entry 2:
Formula: C31H62Br2N2O17P2S
Source: the Open Molecules 2025 dataset
Level of theory: ωB97M-V/def2-TZVPD

Cartesian coordinates (Å):
O1 0.20 5.99 5.48
H1 -4.71 0.58 5.01
C1 2.97 -3.92 1.89
C2 1.16 -8.68 -4.48
O2 2.24 6.08 -1.18
H2 8.81 -2.11 -0.95
H3 -6.16 -1.84 1.60
C3 6.99 -2.67 -1.87
O3 7.47 -3.42 -2.67
C4 0.79 -5.35 0.64
O4 1.03 8.18 0.62
H4 -1.75 6.15 0.87
C5 -0.73 3.03 -0.21
H5 -0.96 -8.78 -4.80
H6 -4.81 -2.65 -1.59
H7 -6.08 0.59 3.92
H8 5.56 5.99 1.49
H9 4.11 -0.49 -1.92
H10 -1.60 0.47 1.87
P1 2.17 5.04 0.06
C6 1.99 -3.25 0.97
H11 2.91 5.39 2.32
H12 1.16 -9.41 -3.67
H13 -2.45 1.73 0.09
C7 -5.23 -0.01 4.26
H14 -2.00 3.75 1.38
C8 -1.37 1.64 0.03
O5 3.59 4.20 -0.02
C9 -0.08 5.34 1.99
Br1 3.96 7.94 3.27
H15 7.43 -1.41 -0.13
C10 -1.61 4.11 0.42
Br2 -1.14 8.42 2.26
H16 1.26 8.48 2.65
H17 0.82 -5.46 2.81
C11 -4.64 -0.39 1.92
C12 7.83 -1.67 -1.11
C13 -5.07 -1.82 -2.24
H18 -6.27 -0.39 0.58
C14 4.70 -0.54 -1.00
H19 -0.78 -5.26 2.10
P2 4.97 6.96 0.66
H20 0.62 -4.38 -3.74
H21 -6.14 -2.33 -4.65
C15 -0.20 -8.03 -4.60
C16 0.82 -5.45 -3.80
H22 4.67 6.42 -0.59
H23 1.24 1.04 0.77
C17 3.35 7.30 1.53
H24 0.40 -0.53 0.68
H25 4.06 -2.50 -0.49
C18 1.01 6.39 2.29
H26 -1.12 0.95 -0.78
H27 1.94 -7.95 -4.27
H28 -2.46 4.31 -0.22
H29 3.39 3.34 0.37
O6 3.03 8.73 -0.72
O7 -4.28 -0.17 3.21
H30 3.04 5.95 -1.71
O8 -0.78 -5.67 -2.06
H31 5.62 0.03 -1.17
H32 -0.69 3.21 -1.28
H33 1.75 -5.84 0.46
H34 -6.18 -1.95 4.10
H35 0.14 -5.64 -0.18
S1 2.55 8.69 0.62
O9 -0.61 -7.42 -3.37
H36 -0.70 1.97 2.01
H37 6.05 8.44 -0.43
C19 -6.54 -4.32 -3.86
O10 2.09 -2.08 0.67
H38 -5.70 -4.37 -3.18
C20 -6.56 -1.58 -2.14
C21 -6.07 -0.75 1.59
H39 -6.27 -4.84 -4.78
H40 0.88 -5.72 -4.85
H41 3.95 -3.47 1.75
C22 0.68 7.85 1.97
C23 -5.67 -1.34 4.84
H42 -6.81 -0.32 2.26
O11 -7.39 -2.20 -2.99
H43 3.08 -4.99 1.72
H44 -0.76 5.27 2.84
H45 -6.34 -1.18 5.69
C24 -0.26 -6.16 -3.02
H46 -0.24 -7.31 -5.42
H47 2.65 -3.76 2.92
H48 0.87 0.13 2.23
O12 -3.79 -0.35 1.08
H49 -0.37 5.82 -0.14
H50 0.26 2.99 0.24
H51 1.78 -5.64 -3.32
H52 -7.37 -4.85 -3.40
N1 5.89 8.22 0.55
H53 -4.71 -2.02 -3.25
C25 -6.94 -2.89 -4.16
C26 -0.86 1.09 1.37
O13 -7.02 -0.89 -1.28
H54 -7.80 -2.88 -4.84
H55 7.93 -0.77 -1.71
C27 -0.93 5.46 0.72
O14 5.65 -2.68 -1.70
C28 0.49 0.39 1.23
O15 0.92 -3.93 0.52
H56 0.04 -6.83 2.01
H57 1.42 -9.20 -5.41
N2 0.30 6.71 4.58
H58 5.56 -2.06 0.29
C29 4.99 -1.97 -0.64
O16 2.65 9.90 1.36
C30 2.39 6.06 1.64
H59 0.43 4.37 1.94
C31 0.19 -5.75 1.97
H60 -4.80 -1.90 5.19
H61 -4.56 -0.93 -1.88
O17 1.33 6.26 3.70
H62 4.14 -0.06 -0.20

Calculated values
- HOMO-LUMO gap (eV) = 8.6
- relative energy (zero: lowest compared OMol25 entry of this formula, charge and spin) (kcal per mole) = 9.9

These are the Löwdin partial charges, in e, on atoms 1 to 99: 0.106, 0.122, 0.024, -0.063, -0.255, 0.089, 0.101, -0.532, 0.103, -0.227, -0.250, 0.061, -0.231, 0.123, 0.100, 0.112, 0.021, 0.088, 0.083, 0.924, -0.517, 0.119, 0.084, 0.092, -0.240, 0.114, -0.206, -0.278, -0.174, 0.840, 0.069, -0.204, 0.861, 0.065, 0.067, -0.504, 0.011, 0.023, 0.061, -0.054, 0.086, 0.658, 0.094, 0.112, -0.235, 0.022, 0.005, 0.059, -0.913, 0.054, 0.090, -0.474, 0.108, 0.069, 0.116, 0.047, -0.260, -0.004, 0.058, 0.090, 0.067, 0.112, 0.115, 0.067, 0.089, 0.553, 0.003, 0.093, -0.025, -0.064, 0.074, 0.068, -0.509, 0.015, 0.081, 0.071, 0.075, -0.683, -0.066, 0.076, 0.003, 0.074, 0.118, 0.081, -0.516, 0.112, 0.098, 0.072, 0.098, 0.092, 0.043, 0.098, 0.083, -0.285, 0.071, -0.237, -0.253, 0.087, 0.122

---

Entry 3:
Formula: C31H62Cl6O18
Source: the Open Molecules 2025 dataset
Level of theory: ωB97M-V/def2-TZVPD

Cartesian coordinates (Å):
O1 -7.29 0.72 -2.36
C1 5.44 -1.31 -0.41
H1 3.26 -5.32 2.40
H2 -3.48 5.55 -1.56
H3 6.49 -1.56 -0.57
H4 -7.35 -0.07 0.14
H5 9.81 5.04 3.17
H6 -6.08 0.58 -4.49
H7 0.42 1.04 -4.47
H8 -5.98 0.24 1.20
Cl1 5.20 -1.09 1.32
H9 9.84 3.99 4.60
H10 1.38 -2.14 5.72
C2 -1.20 -3.97 -3.47
H11 3.30 3.38 5.77
H12 -3.23 -3.79 -2.66
H13 -5.31 2.72 -5.63
O2 5.91 3.84 3.70
C3 4.04 3.99 5.26
H14 1.50 3.75 -5.25
O3 -0.42 -5.03 -3.55
O4 -0.19 -3.17 4.83
H15 4.64 4.45 6.04
Cl2 0.60 -1.49 0.12
C4 0.67 -5.04 -4.44
C5 -5.17 1.10 -4.23
H16 -1.57 5.51 -3.28
H17 -4.38 0.60 -4.80
H18 2.06 -4.07 -3.07
C6 9.27 4.76 4.08
C7 1.95 -5.01 -3.61
C8 -6.08 0.73 -2.01
O5 -3.38 7.59 -3.78
C9 1.69 -6.54 1.40
C10 -6.56 0.64 0.37
H19 -6.22 2.96 -4.13
H20 0.59 -5.98 -5.00
C11 -1.45 -8.58 4.23
Cl3 -3.70 3.61 3.93
C12 -2.30 4.14 4.81
H21 1.61 2.93 -3.63
H22 2.50 2.42 -5.05
C13 1.37 -4.19 6.37
O6 -1.62 7.41 -2.25
H23 4.25 2.69 3.49
H24 -0.52 5.77 -2.00
C14 3.16 -6.12 1.66
O7 -4.99 0.93 -2.81
H25 3.78 -6.92 2.07
H26 2.43 -4.47 6.39
O8 -2.37 -2.51 4.70
H27 -3.69 -3.69 3.47
H28 -3.63 9.95 -2.85
C15 0.21 1.54 -8.80
C16 0.35 1.93 -5.10
H29 -2.03 3.48 5.63
C17 1.54 2.80 -4.71
H30 -2.79 -4.47 4.74
C18 -1.54 6.02 -2.31
H31 -2.26 5.53 -0.33
Cl4 -2.70 5.79 5.25
O9 -5.66 0.73 -0.73
C19 -2.60 8.05 -2.92
H32 5.31 2.25 4.78
O10 -0.94 -1.35 6.01
H33 -1.83 -9.44 3.68
O11 0.42 1.44 -6.44
O12 -0.94 -7.23 1.84
H34 9.32 5.64 4.71
H35 1.67 -7.32 0.64
H36 0.63 2.14 -9.61
H37 -2.12 -3.40 -1.49
O13 7.36 3.48 5.44
C20 -2.25 -4.10 -2.32
H38 3.49 -5.76 0.69
C21 -0.75 -0.30 0.34
H39 2.00 -5.86 -2.93
H40 -2.20 -5.08 -1.84
H41 -1.03 0.07 -0.64
O14 -1.13 -2.88 -4.09
C22 -2.72 -3.72 3.96
H42 1.88 -3.34 4.49
H43 -1.99 10.16 -3.24
H44 -1.27 -8.82 5.28
C23 -0.09 -7.40 2.71
C24 -2.64 9.55 -2.61
H45 -1.87 -4.01 3.34
H46 4.84 -2.12 -0.85
C25 -1.14 -2.25 5.24
H47 -2.49 9.73 -1.55
H48 -1.52 4.12 4.05
C26 1.17 -3.12 5.28
O15 1.26 -7.05 2.62
H49 -0.69 1.14 -9.27
H50 -7.12 1.54 0.63
H51 -2.24 -7.83 4.20
H52 1.17 -3.85 7.39
C27 -5.29 2.60 -4.55
Cl5 -0.03 1.05 1.23
H53 3.42 4.73 4.75
H54 0.56 -4.27 -5.20
H55 -2.44 4.22 -1.67
H56 -4.46 3.21 -4.19
C28 4.85 3.11 4.30
O16 7.93 4.64 3.62
C29 0.06 2.26 -7.49
C30 -2.44 5.27 -1.37
H57 2.75 -4.95 -4.35
C31 7.08 4.01 4.37
H58 1.07 -5.71 1.04
H59 0.79 0.62 -8.75
H60 -1.59 -0.79 0.84
O17 -0.18 -8.07 3.79
O18 -0.39 3.39 -7.46
H61 -0.70 2.19 -4.92
Cl6 5.05 0.23 -1.29
H62 0.86 -5.14 6.24

Calculated values
- HOMO-LUMO gap (eV) = 10.3
- relative energy (zero: lowest compared OMol25 entry of this formula, charge and spin) (kcal per mole) = 73.3

These are the Löwdin partial charges, in e, on atoms 1 to 99: 0.072, -0.993, 0.066, 0.075, 0.023, 0.090, 0.095, 0.114, 0.113, 0.094, 0.490, 0.101, 0.119, -0.482, 0.072, 0.080, 0.077, 0.013, -0.058, 0.071, -0.008, -0.025, 0.078, 0.429, -0.225, -0.199, 0.123, 0.119, 0.076, -0.044, -0.053, -0.505, 0.064, -0.245, -0.043, 0.079, 0.123, -0.010, 0.494, -1.049, 0.075, 0.078, -0.064, 0.009, 0.122, 0.119, -0.054, 0.001, 0.078, 0.070, -0.025, 0.094, 0.080, 0.001, -0.226, 0.043, -0.059, 0.088, -0.263, 0.081, 0.492, -0.015, -0.475, 0.118, 0.138, 0.101, -0.032, 0.103, 0.097, 0.125, 0.087, 0.065, 0.097, 0.022, 0.069, -0.973, 0.079, 0.076, 0.025, 0.045, -0.022, 0.115, 0.085, 0.097, -0.574, 0.011, 0.086, 0.025, -0.522, 0.079, 0.020, -0.195, -0.001, 0.086, 0.098, 0.093, 0.074, -0.052, 0.489

---

Entry 4:
Formula: C31H62GaO3
Source: the Open Molecules 2025 dataset
Level of theory: ωB97M-V/def2-TZVPD

Cartesian coordinates (Å):
H1 3.81 2.89 7.79
H2 -4.60 -3.42 3.87
H3 -3.55 -1.02 3.88
H4 -1.11 0.63 -2.82
H5 -4.96 1.67 6.04
H6 -3.95 -1.05 6.15
C1 -3.19 2.45 7.86
H7 -1.73 4.65 7.28
H8 -3.84 -5.40 1.76
C2 2.94 3.58 7.42
C3 -0.39 2.82 -4.27
H9 -3.64 3.09 8.74
H10 0.69 2.57 -2.28
H11 -2.50 -3.53 -0.17
C4 -4.62 -1.12 3.42
H12 -5.13 -3.49 0.88
H13 -3.42 2.99 6.84
H14 0.57 1.63 -6.73
C5 3.49 0.41 -8.82
C6 2.71 1.15 -7.58
C7 -2.15 -4.41 0.54
C8 -1.53 2.49 8.02
H15 0.62 4.91 6.82
O1 5.36 -1.24 -10.74
H16 0.80 5.13 8.74
C9 -5.04 0.83 6.88
H17 1.60 2.64 9.00
H18 -0.33 -0.41 -0.87
C10 2.21 1.97 -3.87
H19 1.14 0.77 -0.94
Ga1 1.91 -1.72 -1.82
H20 -1.00 3.56 -3.56
H21 0.54 0.80 -8.43
C11 3.35 1.41 -6.22
H22 3.42 0.09 -4.37
H23 1.97 -4.15 -0.49
H24 0.99 2.64 -8.30
C12 2.60 0.74 -4.89
C13 -4.97 -2.67 3.01
H25 8.14 -2.61 -9.92
H26 -1.19 2.08 -4.72
C14 -3.18 -4.41 1.84
H27 0.20 -0.33 -3.79
H28 -1.27 1.86 9.00
C15 1.14 1.60 -7.78
C16 0.62 -0.11 -1.52
H29 -0.55 -2.67 -0.77
H30 2.33 2.97 -4.51
C17 6.76 -1.10 -10.61
C18 1.43 3.06 7.92
H31 2.96 2.08 -2.97
H32 -0.55 -4.05 2.13
H33 1.69 0.14 -5.31
C19 5.03 -2.45 -10.21
C20 -3.83 0.94 7.99
H34 -6.11 0.96 7.37
C21 -0.55 -4.27 0.98
H35 7.44 -2.94 -11.53
H36 2.34 -2.70 0.67
C22 0.67 1.96 -3.31
C23 7.24 -2.51 -10.54
C24 -5.68 -0.56 4.57
C25 0.04 -2.95 0.23
H37 -0.05 -1.98 0.91
H38 -3.02 0.07 7.92
H39 3.11 4.64 7.94
H40 -1.05 1.93 7.11
H41 4.23 -0.38 -8.33
H42 0.15 3.49 -5.07
O2 6.15 -3.19 -9.95
H43 -5.78 -1.34 6.77
H44 2.96 3.78 6.25
C26 -5.07 -0.66 6.11
C27 0.07 0.48 -2.95
H45 -6.69 -1.15 4.57
H46 2.71 -0.24 -9.44
H47 -3.74 -2.23 1.07
C28 -4.26 -3.17 1.60
H48 -2.61 -4.33 2.85
H49 -6.13 -2.78 2.89
H50 4.04 1.19 -9.51
H51 -2.25 -5.40 -0.12
C29 0.46 4.40 7.86
H52 -1.48 4.52 9.17
H53 6.98 -0.53 -9.70
H54 4.35 2.05 -6.14
H55 -4.68 -0.36 2.52
H56 1.44 -2.53 -3.14
O3 3.89 -2.83 -10.00
H57 -5.90 0.57 4.34
C30 -1.13 4.08 8.13
H58 -4.35 0.88 9.07
H59 3.44 -1.25 -1.98
H60 0.08 -5.23 0.75
H61 1.12 2.21 7.18
C31 1.62 -3.05 -0.21
H62 7.18 -0.56 -11.47

Calculated values
- HOMO-LUMO gap (eV) = 6.3
- charge = -1

The computed Löwdin charges, all in e, follow: 0.071, 0.116, 0.110, 0.101, 0.101, 0.103, -0.236, 0.112, 0.108, -0.166, -0.129, 0.113, 0.124, 0.096, -0.215, 0.106, 0.105, 0.067, -0.110, -0.275, -0.223, -0.230, 0.114, 0.035, 0.113, -0.225, 0.110, 0.036, -0.189, 0.038, 0.258, 0.074, 0.075, -0.082, 0.101, 0.035, 0.077, -0.177, -0.222, 0.136, 0.070, -0.209, 0.070, 0.124, -0.116, -0.334, 0.081, 0.099, -0.144, -0.264, 0.112, 0.091, 0.107, -0.525, -0.213, 0.110, -0.211, 0.133, 0.034, -0.349, -0.146, -0.215, -0.327, 0.110, 0.114, 0.072, 0.109, 0.084, 0.061, 0.064, 0.106, 0.081, -0.212, -0.291, 0.101, 0.092, 0.113, -0.219, 0.099, 0.099, 0.073, 0.108, -0.225, 0.111, 0.137, 0.102, 0.114, -0.095, 0.134, 0.097, -0.224, 0.113, -0.122, 0.104, 0.099, -0.373, 0.135